This record from OMol25 describes C18H23BO2 in the gas phase. The level of theory is wB97M-V/def2-TZVPD.

Geometry as XYZ:
```
44
Properties=species:S:1:pos:R:3:forces:R:3:nbo_charge:R:1
O -3.2524 -0.3303 -2.3900 -0.0260 -0.5750 0.0424 -0.74
C -4.4677 -0.2471 -1.6217 0.0483 -0.5407 -0.0903 -0.06
C -4.1959 -0.2035 -0.0988 0.6856 0.3094 -0.9281 -0.42
C -3.0983 0.8461 0.2070 0.2536 -0.7354 -0.0118 -0.41
C -2.5020 0.7816 1.6525 -0.1474 0.3825 -0.8185 -0.40
C -0.9963 0.3589 1.6495 -0.5712 0.1283 -0.2743 -0.43
C -0.6642 -1.1187 1.2674 -1.5632 0.2280 0.2312 -0.06
O 0.6921 -1.4042 1.4772 1.1356 1.2457 -0.5308 -0.70
B 1.5471 -0.7202 0.6313 0.1772 -0.8743 -0.1048 1.09
C 2.9527 -0.3434 1.1594 -2.1814 -0.2857 -0.1153 -0.34
C 3.0099 0.6451 2.1220 -0.3188 -0.1699 -0.0257 -0.21
C 4.2289 1.0286 2.5969 0.3332 0.2457 -0.1302 -0.21
C 5.3611 0.4648 2.0326 0.6687 0.5515 0.5490 -0.22
C 5.2776 -0.4923 1.0418 1.0766 -0.2626 0.2200 -0.19
C 4.0524 -0.9441 0.6298 0.6506 0.0352 -0.4227 -0.21
C 1.1570 -0.3531 -0.8542 -0.3419 -0.2178 0.8845 -0.43
C 0.9403 0.9891 -1.1559 0.1542 -0.2895 0.4090 -0.20
C 0.3313 1.3131 -2.3453 0.1290 0.5751 -0.3352 -0.20
C 0.0100 0.3334 -3.2586 -0.4578 0.1716 -0.9052 -0.20
C 0.3237 -0.9896 -3.0161 -0.0012 0.4107 0.1273 -0.24
C 0.8581 -1.3341 -1.8007 0.4996 0.1140 0.3839 -0.15
H -2.7919 -1.1925 -2.2766 -0.7134 0.8467 0.1089 0.47
H -4.9799 0.6691 -1.9711 0.3977 -0.3168 0.2206 0.18
H -5.1405 -1.0982 -1.8793 0.3620 0.4522 0.2178 0.16
H -3.8592 -1.2015 0.2211 -0.0427 0.1957 0.0309 0.19
H -5.1360 0.0099 0.3992 -0.1446 0.0645 0.2699 0.21
H -3.4413 1.8455 -0.0950 -0.1040 -0.1355 0.4184 0.20
H -2.2724 0.6511 -0.4865 -0.1366 -0.0360 0.0070 0.22
H -2.6764 1.7911 2.0786 0.6406 -0.5827 0.1141 0.21
H -3.0953 0.1045 2.2642 -0.0079 -0.1852 0.1069 0.20
H -0.4865 1.0123 0.9311 -0.0452 -0.1054 0.0581 0.21
H -0.5538 0.5954 2.6137 0.0705 -0.2697 0.2790 0.21
H -1.1969 -1.8164 1.9119 -0.3169 0.0767 0.0373 0.18
H -0.9324 -1.3468 0.2254 -0.1380 0.2287 0.2072 0.18
H 2.0915 1.0995 2.4699 -0.0270 0.0027 0.1916 0.21
H 4.2743 1.7883 3.3491 0.3164 0.2934 0.3524 0.21
H 6.3243 0.8175 2.3927 -0.0053 -0.1856 -0.1785 0.21
H 6.1853 -0.9041 0.6217 0.0784 -0.0135 0.0022 0.21
H 3.9585 -1.7075 -0.1289 0.0311 -0.0541 -0.1034 0.21
H 1.2144 1.7443 -0.4132 -0.0932 -0.0824 -0.3716 0.21
H 0.1561 2.3420 -2.6101 -0.1726 0.2388 0.0641 0.21
H -0.4961 0.6197 -4.1855 0.2683 -0.1365 0.2744 0.22
H 0.1756 -1.7388 -3.7522 -0.3005 -0.5200 -0.6190 0.21
H 1.1134 -2.3644 -1.6058 -0.1203 -0.2231 0.1576 0.20
```
Forces are in eV/Å.

Output
- LUMO (Ha) = 0.027
- relative energy (zero: lowest compared OMol25 entry of this formula, charge and spin) (kcal per mole) = 12.85
- E_tot (eV) = -23811.07562
- frontier orbital gap (Ha) = 0.355
- structure (SMILES) = OCCCCCCOB(c1ccccc1)c1ccccc1